(1)
C52H47GeLaN9O9 | ωB97M-V/def2-TZVPD

XYZ file:
```
119
Properties=species:S:1:pos:R:3:lowdin_charge:R:1
La 0.99790 -2.03777 -1.78042 2.13
O 4.45278 2.33677 -5.52599 0.07
C 4.04100 1.48834 -4.58018 -0.30
C 3.56075 1.89872 -3.34282 0.07
C 2.97010 0.89428 -2.54344 -0.17
N 2.83764 -0.36579 -2.89978 0.06
C 3.36638 -0.78214 -4.06846 -0.17
C 4.03567 0.08790 -4.89103 0.08
C 3.24685 -2.26904 -4.33259 -0.68
O 3.97609 -2.78802 -5.12221 0.06
O 2.31611 -2.88300 -3.71284 -0.21
C 2.34766 1.18193 -1.15790 -0.61
O 2.55239 2.29049 -0.64166 0.00
O 1.76847 0.17277 -0.63638 -0.21
H 4.46965 3.22602 -5.13305 0.12
H 3.69835 2.88093 -2.97703 0.11
H 4.63003 -0.21381 -5.78718 0.14
C 4.38744 -4.67433 2.29988 -0.09
N 3.89677 -3.58675 1.49439 -0.14
C 3.27766 -3.59738 0.32757 -0.14
N 3.23256 -2.35523 -0.18212 -0.01
C 3.90442 -1.57873 0.77404 -0.15
N 4.28683 -2.29847 1.80884 0.12
C 3.47256 -5.16651 3.35832 -0.18
C 3.74269 -6.34585 4.06376 -0.03
C 2.83664 -6.77111 4.99888 -0.07
C 1.64575 -6.13131 5.29008 0.00
C 1.42079 -4.95310 4.60198 -0.13
C 2.30708 -4.48871 3.65836 0.01
C 0.16897 -4.27605 4.97978 -0.33
N -0.65169 -4.54510 5.91421 0.11
N -1.53674 -3.48349 5.97256 0.11
C -1.17181 -2.65035 4.99587 -0.24
O -0.07614 -3.13373 4.34711 0.15
C -1.86189 -1.38064 4.79499 -0.11
C -2.75066 -0.97141 5.80302 -0.02
C -3.49678 0.24522 5.68811 -0.04
C -3.29410 0.99884 4.52813 -0.04
C -2.39226 0.60920 3.50063 -0.17
C -2.31895 1.49718 2.22563 -0.06
N -2.09244 0.63304 1.07724 -0.13
C -0.85643 0.18238 0.80261 -0.20
N -0.96101 -0.90255 0.07973 0.04
C -2.27973 -1.12832 0.00499 -0.23
N -3.02109 -0.23343 0.57170 0.14
C -1.63667 -0.54779 3.63364 0.05
H 5.30511 -4.28476 2.66730 0.12
H 4.60611 -5.50109 1.60130 0.15
H 2.82249 -4.42627 -0.23617 0.14
H 4.01509 -0.50780 0.62354 0.12
H 4.65763 -6.82818 3.86679 0.10
H 3.17951 -7.70752 5.40358 0.10
H 0.93235 -6.50158 5.95787 0.10
H 2.06872 -3.63364 3.05143 0.12
H -2.94264 -1.58384 6.61919 0.08
H -4.16403 0.55016 6.51402 0.11
H -3.73248 1.96016 4.32915 0.10
H -1.52246 2.26904 2.18168 0.11
H -3.33759 1.93742 2.11433 0.14
H 0.08933 0.65983 1.10076 0.15
H -2.73373 -1.89837 -0.63048 0.13
H -0.84160 -0.80364 2.92721 0.12
O -2.73113 -0.93498 -4.15396 0.01
C -1.74848 -0.41923 -3.61498 -0.66
O -0.77915 -1.09879 -3.14291 -0.27
C -1.50611 1.13748 -3.49666 -0.16
C -1.27783 1.64037 -2.08004 -0.26
Ge -1.31724 3.58296 -1.85933 1.00
C -1.08476 4.23668 -0.02539 -0.27
C 0.04719 3.93837 0.71927 -0.13
C 0.18583 4.38803 2.00613 -0.10
C -0.87364 5.11228 2.57858 -0.12
C -1.94400 5.54390 1.82680 -0.08
C -2.05305 5.12824 0.45052 -0.07
C -0.06661 4.52482 -2.97019 -0.23
C 0.42227 5.73219 -2.45455 -0.12
C 1.23395 6.49433 -3.24129 -0.12
C 1.47810 6.20527 -4.56315 -0.10
C 1.06644 4.99818 -5.10436 -0.09
C 0.29374 4.17427 -4.32132 -0.07
C -3.08785 4.24057 -2.19411 -0.30
C -3.24106 5.56552 -2.64859 -0.11
C -4.50580 6.10292 -2.66700 -0.09
C -5.66489 5.33473 -2.35899 -0.10
C -5.48193 4.04403 -1.97944 -0.09
C -4.18425 3.49298 -1.88686 -0.09
H -2.25256 1.77042 -4.02136 0.11
H -0.57208 1.29623 -4.04811 0.09
H -0.42065 1.22044 -1.54872 0.04
H -2.21436 1.38672 -1.51956 0.06
H 0.90842 3.38559 0.29681 0.09
H 1.14532 4.11052 2.50500 0.12
H -0.82891 5.47037 3.61226 0.10
H -2.67458 6.18818 2.24286 0.08
H -2.86977 5.57912 -0.15009 0.10
H 0.33300 5.99057 -1.41686 0.09
H 1.68056 7.35729 -2.73213 0.11
H 2.16806 6.85406 -5.11192 0.10
H 1.33235 4.59606 -6.05434 0.10
H -0.02250 3.23698 -4.67723 0.07
H -2.40529 6.16252 -2.94327 0.09
H -4.53796 7.14632 -2.96107 0.10
H -6.60791 5.82475 -2.44011 0.09
H -6.41273 3.44465 -1.76828 0.12
H -4.04383 2.46572 -1.59769 0.09
C -1.86461 -4.86646 -0.25301 -0.04
C -0.34664 -4.94644 -0.12061 -0.73
C 0.09011 -5.14716 1.39062 -0.03
C 0.17275 -6.20177 -0.83450 -0.05
O 0.22900 -3.77674 -0.60253 -0.49
H -2.13464 -4.84592 -1.27429 0.07
H -2.25960 -3.95540 0.18562 0.05
H -2.39920 -5.63218 0.40536 0.11
H -0.14621 -6.13962 1.84940 0.10
H -0.24530 -4.35517 2.00416 0.05
H 1.21752 -5.09436 1.42688 0.06
H -0.17129 -7.14859 -0.45717 0.07
H 1.23691 -6.13007 -0.66739 0.06
H -0.11458 -6.19578 -1.90938 0.10
```

Computed properties:
Energy relative to the best compared isomer or geometry (same formula, charge and spin) in kJ/mol: 123.17
2S+1: 1
Total charge: -1


(2)
C52H47N4NaOSi | ωB97M-V/def2-TZVPD

XYZ file:
```
106
Properties=species:S:1:pos:R:3:lowdin_charge:R:1
Na 0.76214 0.40899 0.07555 0.23
C -3.62112 5.96955 -2.93282 -0.13
C -2.23636 6.03495 -2.95705 -0.11
C -1.47299 4.95914 -2.52437 -0.05
C -2.06761 3.77397 -2.07747 -0.18
C -3.46773 3.74026 -2.03544 -0.03
C -4.23125 4.81149 -2.45920 -0.10
C -1.26734 2.62148 -1.61839 -0.08
C -1.63935 2.11971 -0.27813 -0.20
C -1.94176 2.89512 0.82186 -0.04
C -2.16169 2.03391 1.92010 -0.07
C -2.00923 0.72915 1.48988 -0.21
C -2.05601 -0.54448 2.24668 -0.11
C -3.23574 -0.89510 2.99511 -0.19
C -4.26027 0.03292 3.31627 -0.07
C -5.39491 -0.32937 4.01726 -0.13
C -5.59707 -1.63506 4.45227 -0.15
C -4.62599 -2.57663 4.12488 -0.13
C -3.49608 -2.22724 3.41142 -0.09
C -0.84414 -1.28804 2.38233 -0.25
N 0.19404 -1.18283 1.55435 0.07
C 1.25231 -1.92986 2.06299 -0.25
C 2.50475 -2.05804 1.51144 -0.08
C 3.51466 -2.79825 2.32129 -0.20
C 4.53406 -2.10552 2.97275 -0.04
C 5.47996 -2.77561 3.73339 -0.10
C 5.42508 -4.15834 3.85638 -0.12
C 4.41839 -4.85941 3.20842 -0.10
C 3.47636 -4.18434 2.44470 -0.03
C 3.00563 -1.56367 0.24673 -0.29
C 4.34428 -1.58389 -0.20162 -0.07
C 4.33855 -0.99766 -1.46429 -0.10
C 2.98645 -0.68990 -1.76631 -0.26
N 2.20797 -1.00659 -0.71735 0.08
C 2.45259 -0.10550 -3.03863 -0.06
C 1.48602 0.89356 -3.02155 -0.23
C 1.17730 1.84297 -4.12366 -0.04
C 0.16367 2.61950 -3.72563 -0.01
C -0.19124 2.18678 -2.35530 -0.25
N 0.67221 1.20274 -1.98079 0.07
C 2.85575 -0.70216 -4.32199 -0.14
C 2.13632 -0.50544 -5.52378 -0.06
C 2.51463 -1.06871 -6.72978 -0.12
C 3.60869 -1.91810 -6.81853 -0.15
C 4.27193 -2.21994 -5.63662 -0.12
C 3.90239 -1.64626 -4.43337 -0.04
C 0.81564 -2.51396 3.32520 -0.03
C -0.47045 -2.15507 3.51289 -0.03
N -1.70843 0.79672 0.13824 -0.05
H -4.21831 6.81132 -3.26269 0.08
H -1.74027 6.93771 -3.29653 0.09
H -0.39352 5.03639 -2.50799 0.11
H -3.95098 2.84766 -1.66073 0.10
H -5.31243 4.74346 -2.42116 0.09
H -1.94105 3.97405 0.82464 0.10
H -2.34861 2.32236 2.94296 0.10
H -4.15363 1.05778 2.99268 0.08
H -6.13865 0.43280 4.22962 0.09
H -6.48787 -1.91308 5.00258 0.07
H -4.76309 -3.61691 4.40457 0.09
H -2.80731 -3.00871 3.12019 0.10
H 4.57443 -1.02771 2.87127 0.11
H 6.26156 -2.21558 4.23429 0.09
H 6.16297 -4.68455 4.45024 0.08
H 4.36691 -5.93894 3.29400 0.09
H 2.69256 -4.72733 1.93163 0.12
H 5.20370 -1.96743 0.32895 0.08
H 5.19763 -0.81192 -2.09086 0.08
H 1.73230 1.95113 -5.04202 0.10
H -0.29756 3.41425 -4.28871 0.09
H 1.20742 0.04386 -5.51440 0.09
H 1.91075 -0.86345 -7.60818 0.09
H 3.89857 -2.36700 -7.76066 0.08
H 5.09209 -2.93104 -5.64023 0.09
H 4.42435 -1.95425 -3.54486 0.07
H 1.42352 -3.11035 3.98948 0.10
H -1.08700 -2.37679 4.36872 0.09
C 2.24013 2.50887 3.69976 -0.15
C 3.51954 2.34290 2.86458 -0.15
C 2.99696 1.92703 1.47314 -0.16
O 1.57355 2.03504 1.53393 -0.16
C 1.21967 1.73242 2.88236 -0.18
H 1.94649 3.55893 3.75213 0.11
H 2.34143 2.12672 4.71593 0.11
H 4.15845 1.56098 3.27776 0.09
H 4.10462 3.26240 2.82444 0.10
H 3.28238 0.89566 1.23369 0.11
H 3.34070 2.57205 0.66526 0.13
H 1.30558 0.65201 3.05247 0.12
H 0.18308 2.02877 3.02043 0.11
C -3.62842 -2.80720 -0.37846 -0.17
Si -3.47402 -1.06894 -1.06491 0.55
C -4.80252 0.03679 -0.34393 -0.14
C -3.71018 -1.13828 -2.93523 -0.19
C -1.74404 -0.36926 -0.74579 -0.16
H -4.57271 -3.27135 -0.67486 0.02
H -3.58400 -2.77927 0.71083 0.01
H -2.81091 -3.43823 -0.73324 0.03
H -5.77474 -0.22838 -0.76999 0.03
H -4.60709 1.08853 -0.55753 0.01
H -4.86163 -0.07259 0.73760 0.02
H -4.67299 -1.58754 -3.19313 0.02
H -2.92355 -1.72714 -3.41107 0.03
H -3.67388 -0.13539 -3.36567 0.02
H -1.09088 -1.14019 -0.32458 0.08
H -1.29454 -0.07103 -1.69308 0.08
```

Computed properties:
Energy relative to the best compared isomer or geometry (same formula, charge and spin) in kJ/mol: 0.00
2S+1: 1
Total charge: -2


- Which value of energy relative to the best compared isomer or geometry (same formula, charge and spin) does entry 2 give?
  0.00 kJ/mol